{"formula": "C14H34Br8O8P2", "method": "ωB97M-V with the def2-TZVPD basis set", "homo_ev": -10.01, "e_lumo_ev": 0.26, "smiles": "COP(=O)(OC)OC.COP(=O)(OC)OC.BrCCBr.BrCCBr.BrCCBr.BrCCBr", "orbital_gap_ev": 10.273, "species": ["C", "O", "P", "O", "O", "C", "O", "C", "H", "H", "H", "H", "H", "H", "H", "H", "H", "C", "O", "P", "O", "O", "C", "O", "C", "H", "H", "H", "H", "H", "H", "H", "H", "H", "Br", "C", "C", "Br", "H", "H", "H", "H", "Br", "C", "C", "Br", "H", "H", "H", "H", "Br", "C", "C", "Br", "H", "H", "H", "H", "Br", "C", "C", "Br", "H", "H", "H", "H"], "xyz": [[2.3052, -3.2959, -4.2047], [3.6509, -2.7580, -3.9421], [4.1685, -2.7142, -2.4012], [3.7701, -3.8633, -1.6076], [5.7474, -2.3964, -2.6370], [6.6195, -2.6684, -1.5608], [3.5726, -1.3828, -1.6877], [3.4105, -0.2018, -2.4736], [2.2792, -3.9819, -5.0513], [1.6942, -2.4237, -4.4375], [1.6885, -3.6813, -3.3927], [6.2543, -2.7081, -0.5345], [7.2151, -1.7574, -1.6196], [7.3447, -3.4681, -1.7112], [3.5648, 0.7096, -1.8960], [2.4291, -0.1898, -2.9478], [4.1767, -0.1158, -3.2440], [-6.9501, 3.0479, 0.9719], [-5.6273, 3.0627, 1.5684], [-4.3426, 3.6642, 0.8210], [-4.6279, 3.8413, -0.6534], [-3.0142, 2.7437, 1.2846], [-2.6583, 1.5816, 0.5878], [-4.3195, 5.1167, 1.4867], [-4.1669, 5.3721, 2.9150], [-7.4660, 4.0025, 0.8682], [-7.5860, 2.5087, 1.6740], [-6.8129, 2.4564, 0.0667], [-2.1938, 0.8544, 1.2538], [-1.9722, 1.7678, -0.2384], [-3.5309, 1.1320, 0.1140], [-3.3340, 6.0567, 3.0755], [-4.0237, 4.5181, 3.5770], [-5.0818, 5.8217, 3.3010], [-7.8538, -1.2637, -1.6467], [-6.0095, -1.8100, -2.2901], [-5.0303, -0.7329, -1.9038], [-3.1817, -1.3081, -2.2539], [-6.1515, -1.8876, -3.3681], [-5.8376, -2.8373, -1.9687], [-5.2009, -0.5187, -0.8488], [-5.2898, 0.1450, -2.4955], [0.7705, 0.7912, 0.2043], [0.3284, -0.7950, -0.7879], [0.9113, -1.9883, 0.0327], [0.5098, -3.6706, -0.9554], [0.7006, -0.7814, -1.8123], [-0.7599, -0.7368, -0.8046], [0.5113, -2.1418, 1.0350], [1.9854, -1.9093, 0.2005], [-1.1799, 3.7308, 4.2679], [-0.1001, 3.6467, 2.6308], [1.2983, 4.2036, 2.7932], [2.2259, 2.9128, 4.0919], [-0.7321, 4.2164, 1.9495], [-0.0444, 2.5784, 2.4218], [1.1162, 5.2431, 3.0658], [1.8014, 4.1874, 1.8264], [3.4723, -2.3882, 2.4434], [5.2235, -3.1647, 1.9321], [5.6000, -4.2942, 2.8727], [7.1206, -5.4122, 2.1854], [6.0391, -2.4445, 1.8674], [5.1166, -3.4801, 0.8942], [4.7745, -4.9052, 3.2379], [5.6833, -3.8358, 3.8582]], "mulliken_charge": [-0.568, -0.392, 0.923, -0.638, -0.369, -0.445, 0.068, -0.839, 0.299, 0.283, 0.121, 0.036, 0.347, 0.288, 0.292, 0.253, 0.331, -0.596, -0.327, 0.888, -0.743, -0.113, -0.266, -0.368, -0.659, 0.277, 0.246, 0.269, 0.332, 0.264, -0.029, 0.297, 0.240, 0.297, -0.188, -0.702, -0.472, -0.151, 0.376, 0.429, 0.326, 0.402, -0.096, -0.018, -0.318, -0.169, 0.234, 0.007, 0.582, -0.134, -0.125, -0.533, -0.552, -0.171, 0.332, 0.138, 0.427, 0.412, -0.161, -0.231, -0.767, -0.200, 0.459, -0.017, 0.453, 0.434]}

=====

{"formula": "C14H34IrN4Se2", "method": "ωB97M-V with the def2-TZVPD basis set", "charge": 3, "multiplicity": 5, "homo_ev": [-17.75, -18.72], "e_lumo_ev": [-8.84, -12.33], "orbital_gap_ev": [8.909, 6.398], "species": ["Ir", "C", "C", "N", "C", "C", "N", "C", "C", "C", "N", "C", "C", "N", "C", "H", "H", "H", "H", "H", "H", "H", "H", "H", "H", "H", "H", "H", "H", "H", "H", "H", "H", "H", "H", "H", "H", "H", "H", "C", "Se", "C", "C", "Se", "C", "H", "H", "H", "H", "H", "H", "H", "H", "H", "H"], "xyz": [[0.0436, -0.2010, 0.2010], [-2.2087, 2.5301, 0.8232], [-0.9896, 2.6687, 1.6268], [-0.5847, 1.2807, 2.1066], [0.4765, 1.1842, 3.1500], [1.7877, 1.1741, 2.4101], [1.8440, 0.1218, 1.4105], [3.1159, 0.2835, 0.5681], [2.9152, 1.1571, -0.7025], [2.4989, 0.2192, -1.8423], [1.0948, -0.1979, -1.8049], [0.1740, 0.4452, -2.7166], [-0.1715, 1.8659, -2.3193], [-0.4672, 1.8420, -0.8798], [-1.8494, 2.3583, -0.6613], [-2.9181, 1.7772, 1.1958], [-2.7933, 3.4426, 0.9342], [-0.1773, 3.2046, 1.1306], [-1.1406, 3.3042, 2.5056], [-1.4157, 0.9079, 2.5487], [0.3858, 2.0013, 3.8576], [0.2834, 0.2141, 3.5970], [1.9623, 2.1545, 1.9465], [2.5754, 1.0415, 3.1488], [1.9285, -0.7199, 1.9026], [3.8666, 0.7018, 1.2687], [3.4341, -0.7018, 0.2755], [2.1610, 1.9287, -0.5284], [3.8015, 1.7080, -0.9891], [2.6842, 0.6235, -2.8424], [3.1386, -0.6723, -1.8040], [1.1085, -1.2247, -2.0006], [0.5764, 0.3742, -3.6801], [-0.7195, -0.1215, -2.6939], [0.6545, 2.5328, -2.4922], [-1.0132, 2.3038, -2.8877], [0.1128, 2.5290, -0.4226], [-1.9003, 3.3266, -1.1163], [-2.4984, 1.6628, -1.1884], [-3.0228, -2.2892, 1.6897], [-2.7191, -1.1533, 0.1223], [-2.3806, -2.4864, -1.2749], [-1.6432, -3.7087, -0.7480], [-0.1417, -3.1279, 0.3651], [1.3123, -3.7858, -0.7996], [-3.4599, -3.1941, 1.3440], [-3.6984, -1.7338, 2.3224], [-2.0876, -2.4029, 2.2305], [-1.8956, -1.9344, -2.0964], [-3.3606, -2.7752, -1.6683], [-1.0645, -4.2322, -1.5155], [-2.3674, -4.2755, -0.1636], [1.1621, -4.8599, -0.7384], [2.2417, -3.5887, -0.2814], [1.3486, -3.4830, -1.8234]], "lowdin_spin": [2.695, 0.000, 0.007, 0.158, 0.010, 0.013, 0.145, 0.012, 0.008, 0.013, 0.145, 0.021, 0.011, 0.157, 0.011, 0.000, 0.000, 0.000, 0.005, 0.004, 0.004, 0.000, 0.000, 0.004, 0.010, 0.004, 0.000, 0.001, 0.000, 0.004, 0.000, 0.003, 0.005, 0.004, 0.001, 0.002, 0.005, 0.005, 0.000, 0.022, 0.230, 0.021, 0.020, 0.201, 0.013, 0.003, 0.001, 0.004, 0.002, 0.006, 0.001, 0.003, 0.005, 0.000, 0.001]}